21
Properties=species:S:1:pos:R:3:forces:R:3:lowdin_charge:R:1 method="wB97M-V/def2-TZVPD" energy_ev=-26994.04916 fmax_ha_per_bohr=0.1218 homo_lumo_gap_ev="8.78 / 5.96" homo_ev="-9.3 / -7.3" lumo_ev="-0.52 / -1.32" multiplicity=1
C 0.168692 1.042451 -1.766652 -3.066 -4.082 1.452 -0.151
C -0.579748 -0.106478 -1.561821 2.495 0.826 -1.122 -0.087
C -0.267161 2.070090 0.368551 0.503 -0.116 1.052 0.145
C 0.295608 2.053202 -0.786861 0.170 1.858 -0.934 -0.665
C -1.213779 -0.665244 -0.385226 -1.035 1.536 0.926 -0.151
C -0.431901 -0.767594 0.827419 -4.426 3.733 2.383 -0.254
C 1.636310 -1.541816 0.059961 2.477 0.480 -1.990 -0.073
N 0.686660 -1.283939 1.101692 4.916 -1.276 2.546 0.029
N -1.152524 -0.229565 1.993803 0.131 0.540 -1.607 -0.383
O -0.540979 -0.160093 3.039446 1.121 -0.447 1.497 0.015
O -2.289503 0.235698 1.860752 -0.251 -0.451 -0.072 0.000
Cl 1.021527 3.586853 -1.594974 -0.298 -0.715 0.856 0.518
H 0.374951 1.184123 -2.757754 1.184 0.705 -2.183 0.064
H -0.624282 -0.874903 -2.297445 0.120 0.265 -1.542 0.100
H -0.379440 2.662195 1.253048 -0.128 0.076 0.139 0.071
H -2.030745 0.060623 -0.145758 0.365 -0.711 0.202 0.148
H -1.676484 -1.612270 -0.489157 -0.598 -1.088 -0.979 0.127
H 2.180909 -0.561714 -0.171390 -0.349 -1.178 0.470 0.110
H 2.422607 -2.312738 0.359393 -1.311 0.965 -0.347 0.108
H 1.232000 -1.760538 -0.981778 -0.008 -0.253 1.771 0.103
H 1.167282 -1.018345 2.074752 -2.013 -0.669 -2.520 0.225